[1]
This record from the Open Molecules 2025 dataset describes a molecular structure, C32H28Br2ErN4O2Si. The level of theory is wB97M-V/def2-TZVPD.

Computed properties:
- total charge = -1
- HOMO-LUMO gap (alpha / beta) (eV) = 7.1 / 7.1
- spin multiplicity = 4
- electronic energy (Ha) = -8058.4300
- ⟨S²⟩ = 3.753

Geometry (Å):
Er -0.263 0.884 -0.646
O -2.062 2.095 2.999
C -1.837 2.016 1.791
N -0.700 2.238 1.109
C 0.438 2.799 1.744
C 0.335 3.652 2.843
C 1.451 4.258 3.396
C 2.701 4.009 2.850
C 2.821 3.183 1.744
C 1.702 2.586 1.155
N 1.758 1.895 -0.091
C 2.948 1.645 -0.680
O 4.054 1.451 -0.198
C 2.859 1.769 -2.202
C 3.203 2.937 -2.810
C 3.053 3.040 -4.193
C 2.559 1.978 -4.922
C 2.203 0.741 -4.362
N 2.409 0.736 -2.990
C -3.009 1.673 0.886
C -4.295 1.896 1.354
C -5.360 1.689 0.496
C -5.105 1.259 -0.797
C -3.793 1.034 -1.172
N -2.766 1.220 -0.345
H -0.640 3.814 3.276
H 1.340 4.906 4.257
H 3.590 4.456 3.280
H 3.797 2.987 1.328
H 3.560 3.757 -2.203
H 3.313 3.972 -4.684
H 2.435 2.087 -5.993
H 0.001 -0.160 -4.811
H -4.415 2.234 2.373
H -6.375 1.865 0.828
H -5.902 1.096 -1.510
H -3.545 0.689 -2.166
Br -0.730 2.617 -2.645
C -1.080 -0.243 -4.788
Br -1.556 -0.974 -3.057
H -1.457 -0.941 -5.527
H -1.550 0.731 -4.857
C -0.546 -1.125 0.512
C -1.035 -1.635 1.509
C -1.604 -2.194 2.705
C -1.688 -3.577 2.878
C -2.237 -4.111 4.035
C -2.711 -3.270 5.033
C -2.630 -1.893 4.868
C -2.080 -1.352 3.716
H -1.315 -4.226 2.096
H -2.293 -5.185 4.157
H -3.139 -3.687 5.937
H -2.993 -1.231 5.645
H -2.008 -0.277 3.589
C 0.326 -3.995 -1.530
Si 1.980 -3.251 -1.145
C 2.350 -3.246 0.667
C 3.318 -4.156 -2.073
C 2.043 -1.521 -1.799
C 2.154 -0.456 -2.354
H 0.335 -5.075 -1.353
H 0.058 -3.817 -2.573
H -0.442 -3.542 -0.903
H 2.358 -4.266 1.061
H 1.595 -2.664 1.197
H 3.326 -2.795 0.860
H 3.367 -5.202 -1.757
H 4.293 -3.697 -1.892
H 3.127 -4.130 -3.148

Löwdin population analysis, charges in e, atoms 1 to 5: Er 0.860; O 0.012; C -0.491; N -0.026; C -0.203

=====

[2]
This record from the Open Molecules 2025 dataset describes a molecular structure, C32H28CoN5O2Se. The level of theory is wB97M-V/def2-TZVPD.

Computed properties:
- total charge = +1
- HOMO-LUMO gap (alpha / beta) (eV) = 6.4 / 6.4
- spin multiplicity = 2
- electronic energy (Ha) = -5444.5431
- ⟨S²⟩ = 1.002

Geometry (Å):
Co -0.005 0.349 -0.176
C -0.073 -2.082 -2.755
C -0.112 -2.628 -1.364
C -0.278 -4.001 -1.192
C -0.329 -4.543 0.071
C -0.245 -3.694 1.158
C -0.105 -2.341 0.927
N -0.003 -1.806 -0.307
C -0.088 -1.371 2.048
C -0.290 -1.705 3.378
C -0.284 -0.697 4.325
C -0.080 0.616 3.934
C 0.110 0.882 2.589
N 0.109 -0.103 1.689
C 0.303 2.233 2.012
C 0.361 3.357 2.813
C 0.515 4.593 2.212
C 0.606 4.652 0.839
C 0.548 3.483 0.085
C 0.639 3.561 -1.403
N 0.405 2.281 0.668
H -0.259 -2.885 -3.465
H 0.897 -1.636 -2.972
H -0.832 -1.313 -2.884
H -0.374 -4.628 -2.067
H -0.454 -5.608 0.213
H -0.301 -4.087 2.161
H -0.471 -2.727 3.671
H -0.448 -0.932 5.367
H -0.090 1.410 4.664
H 0.285 3.279 3.887
H 0.555 5.494 2.809
H 0.721 5.598 0.329
H 0.721 4.596 -1.725
H -0.244 3.118 -1.861
H 1.510 3.018 -1.762
C -0.830 -2.043 -6.543
O -1.531 -1.019 -5.847
C -2.355 -0.222 -6.558
C -2.647 -0.383 -7.908
C -3.547 0.470 -8.534
C -4.171 1.489 -7.831
C -3.869 1.663 -6.490
C -2.957 0.831 -5.864
N -2.716 1.015 -4.466
C -1.590 1.043 -3.790
C -0.260 1.137 -4.238
C 0.141 1.452 -5.565
C 1.460 1.565 -5.881
C 2.436 1.346 -4.876
C 2.098 1.049 -3.588
C 0.729 0.938 -3.213
O 0.361 0.620 -2.039
H -0.183 -2.512 -5.808
H -0.222 -1.621 -7.345
H -1.522 -2.783 -6.948
H -2.192 -1.185 -8.469
H -3.767 0.324 -9.583
H -4.879 2.144 -8.317
H -4.333 2.459 -5.921
H -3.556 1.065 -3.904
H -1.731 1.009 -2.713
H -0.609 1.631 -6.323
H 1.766 1.822 -6.885
H 3.484 1.419 -5.141
H 2.850 0.885 -2.826
Se -3.970 -1.809 -0.324
C -2.820 -0.455 -0.251
N -2.012 0.395 -0.241

Löwdin population analysis, charges in e, atoms 1 to 5: Co 0.612; C -0.001; C -0.259; C 0.000; C -0.019

=====

[3]
This record from the Open Molecules 2025 dataset describes a molecular structure, C32H28FN5O5S4Sn. The level of theory is wB97M-V/def2-TZVPD.

Computed properties:
- total charge = +2
- HOMO-LUMO gap (alpha / beta) (eV) = 5.6 / 5.0
- electronic energy (Ha) = -3792.6064

Geometry (Å):
Sn 1.930 1.096 0.624
F -4.635 0.995 3.206
C -3.790 -0.060 3.121
C -2.573 0.120 2.541
C -1.705 -0.969 2.388
C -0.382 -0.770 1.813
O -0.051 0.395 1.439
C 0.440 -1.918 1.727
C -0.052 -3.127 2.148
N -1.272 -3.317 2.662
C -1.659 -4.639 3.126
C -1.326 -5.822 2.274
C -2.750 -5.368 2.397
C -2.127 -2.234 2.819
C -3.371 -2.385 3.444
C -4.221 -1.307 3.616
N -5.440 -1.475 4.287
C -6.344 -2.548 3.937
C -7.517 -2.027 3.112
N -8.213 -0.932 3.883
C -7.267 0.182 4.269
C -6.098 -0.423 5.032
C 1.849 -1.937 1.191
O 2.341 -2.983 0.850
O 2.483 -0.786 1.186
H -2.274 1.097 2.187
H 0.582 -4.000 2.069
H -1.590 -4.747 4.201
H -1.019 -6.723 2.784
H -0.832 -5.645 1.329
H -3.435 -5.962 2.985
H -3.181 -4.874 1.536
H -3.651 -3.346 3.847
H -6.725 -3.024 4.849
H -5.835 -3.317 3.363
H -8.251 -2.803 2.901
H -7.179 -1.580 2.179
H -8.631 -1.328 4.728
H -8.984 -0.555 3.330
H -7.827 0.896 4.871
H -6.946 0.652 3.343
H -6.476 -0.859 5.967
H -5.401 0.360 5.313
O 4.727 0.438 -7.451
C 4.573 1.272 -6.413
O 5.092 2.350 -6.399
C 3.724 0.801 -5.261
C 3.092 1.792 -4.505
C 2.336 1.451 -3.412
C 2.190 0.092 -3.055
S 1.266 -0.389 -1.712
C 2.840 -0.903 -3.819
C 3.604 -0.543 -4.907
H 4.188 -0.357 -7.362
H 3.234 2.824 -4.794
H 1.849 2.209 -2.812
H 2.751 -1.938 -3.520
H 4.135 -1.312 -5.455
S 8.312 4.903 -1.620
C 7.149 3.772 -1.493
S 7.141 2.509 -0.303
C 5.550 2.024 -0.796
N 5.077 2.768 -1.813
N 5.945 3.686 -2.195
C 5.562 4.526 -3.294
C 4.221 4.877 -3.399
C 3.814 5.677 -4.450
C 4.732 6.111 -5.396
C 6.063 5.740 -5.288
C 6.490 4.946 -4.237
S 4.744 0.738 -0.103
H 3.522 4.538 -2.647
H 2.774 5.968 -4.532
H 4.409 6.732 -6.220
H 6.779 6.062 -6.031
H 7.521 4.634 -4.179

Löwdin population analysis, charges in e, atoms 1 to 5: Sn 1.132; F 0.067; C -0.178; C 0.097; C -0.045

=====

[4]
This record from the Open Molecules 2025 dataset describes a molecular structure, C32H28FeN6. The level of theory is wB97M-V/def2-TZVPD.

Computed properties:
- total charge = 0
- HOMO-LUMO gap (alpha / beta) (eV) = 7.2 / 7.1
- spin multiplicity = 5
- electronic energy (Ha) = -2828.4861
- ⟨S²⟩ = 6.013

Geometry (Å):
Fe 0.547 1.368 -0.378
C -4.524 2.001 4.683
C -3.561 1.522 3.632
C -3.827 0.398 2.853
C -2.982 -0.001 1.843
C -1.782 0.682 1.537
N -0.982 0.354 0.491
C -1.177 -0.823 -0.228
C -1.084 -2.094 0.352
C -1.157 -3.244 -0.407
C -1.301 -3.194 -1.793
C -1.295 -4.449 -2.619
C -1.384 -1.946 -2.387
C -1.347 -0.788 -1.620
N -1.496 0.459 -2.305
C -2.327 0.714 -3.333
C -2.097 2.005 -3.753
C -1.092 2.474 -2.904
N -0.733 1.535 -2.037
C -1.501 1.796 2.370
C -2.390 2.207 3.358
N -0.278 2.544 2.272
C 0.327 3.182 3.292
C 1.401 3.884 2.791
C 1.391 3.601 1.429
N 0.378 2.793 1.115
H -5.027 1.163 5.167
H -5.298 2.643 4.257
H -4.013 2.573 5.458
H -4.734 -0.169 3.030
H -3.243 -0.863 1.244
H -0.932 -2.153 1.423
H -1.067 -4.208 0.082
H -1.945 -5.211 -2.189
H -0.289 -4.871 -2.677
H -1.629 -4.254 -3.638
H -1.441 -1.863 -3.466
H -3.022 -0.034 -3.670
H -2.598 2.534 -4.543
H -0.620 3.442 -2.872
H -2.169 3.105 3.922
H -0.032 3.074 4.299
H 2.104 4.482 3.342
H 2.088 3.901 0.663
C 4.455 -0.978 2.666
C 3.194 -0.425 2.837
C 2.426 -0.059 1.744
C 2.902 -0.219 0.434
C 4.178 -0.779 0.276
C 4.933 -1.154 1.374
N 2.137 0.230 -0.642
C 2.228 -0.437 -1.867
C 2.099 0.284 -3.060
C 2.043 -0.361 -4.287
C 2.153 -1.742 -4.362
C 2.320 -2.467 -3.187
C 2.350 -1.833 -1.959
H 5.050 -1.272 3.520
H 2.792 -0.288 3.834
H 1.425 0.332 1.903
H 4.581 -0.908 -0.721
H 5.917 -1.580 1.216
H 2.044 1.365 -3.012
H 1.934 0.226 -5.191
H 2.125 -2.245 -5.320
H 2.411 -3.546 -3.227
H 2.444 -2.414 -1.051

Löwdin population analysis, charges in e, atoms 1 to 5: Fe 0.805; C -0.061; C -0.292; C -0.051; C -0.016

=====

[5]
This record from the Open Molecules 2025 dataset describes a molecular structure, C32H28GeKN3O3S2. The level of theory is wB97M-V/def2-TZVPD.

Computed properties:
- total charge = -2
- HOMO-LUMO gap (eV) = 5.8
- electronic energy (Ha) = -5099.4505

Geometry (Å):
K -0.492 1.683 -2.500
C -1.086 2.721 2.115
N -0.240 2.862 0.958
C 1.010 2.167 1.159
C -0.054 4.275 0.654
C 0.923 4.544 -0.461
C 1.976 5.411 -0.193
C 2.893 5.726 -1.178
C 2.757 5.139 -2.424
C 1.706 4.268 -2.671
C 0.728 3.951 -1.719
H -0.644 3.183 3.023
H -1.257 1.664 2.314
H -2.044 3.200 1.920
H 1.574 2.548 2.032
H 1.629 2.289 0.273
H 0.805 1.106 1.316
H 0.271 4.826 1.562
H -1.036 4.666 0.368
H 2.083 5.853 0.798
H 3.702 6.425 -0.976
H 3.475 5.376 -3.203
H 1.632 3.827 -3.659
S -3.046 -0.241 0.095
C -3.338 -1.612 -0.917
C -4.583 -1.680 -1.541
N -5.635 -1.701 -2.015
C -2.435 -2.647 -1.013
S -0.896 -2.589 -0.178
C -2.709 -3.860 -1.633
N -2.901 -4.914 -2.063
Ge -1.839 -1.749 1.813
C -3.496 -2.860 1.985
C -3.445 -4.242 1.873
C -4.603 -4.996 1.813
C -5.841 -4.378 1.855
C -5.909 -2.999 1.962
C -4.745 -2.254 2.027
C -0.342 -2.568 2.926
C 0.313 -1.791 3.871
C 1.409 -2.266 4.570
C 1.870 -3.551 4.342
C 1.221 -4.349 3.416
C 0.135 -3.856 2.716
H -1.985 -0.473 2.719
H -2.488 -4.745 1.837
H -4.535 -6.071 1.720
H -6.751 -4.964 1.800
H -6.872 -2.502 1.980
H -4.805 -1.177 2.099
H -0.045 -0.786 4.057
H 1.918 -1.636 5.289
H 2.729 -3.925 4.888
H 1.562 -5.362 3.238
H -0.340 -4.494 1.986
O 3.391 0.896 -6.132
C 3.656 0.754 -4.801
C 4.969 0.780 -4.343
C 5.250 0.621 -2.996
C 4.222 0.407 -2.095
C 2.917 0.366 -2.557
C 2.611 0.550 -3.897
C 1.123 0.633 -4.269
O 0.795 1.518 -5.066
O 0.366 -0.128 -3.641
H 4.214 1.104 -6.590
H 5.777 0.931 -5.056
H 6.281 0.648 -2.663
H 4.446 0.261 -1.045
H 2.102 0.182 -1.870

Löwdin population analysis, charges in e, atoms 1 to 5: K 0.779; C -0.132; N -0.262; C -0.100; C -0.215

=====

[6]
This record from the Open Molecules 2025 dataset describes a molecular structure, C32H28N4O8S3Si2Tc. The level of theory is wB97M-V/def2-TZVPD.

Computed properties:
- total charge = -2
- HOMO-LUMO gap (alpha / beta) (eV) = 5.0 / 6.1
- spin multiplicity = 2
- electronic energy (Ha) = -3911.6970
- ⟨S²⟩ = 0.973

Geometry (Å):
Tc -0.774 -0.302 -0.444
C 0.979 -3.620 0.973
Si 1.078 -2.143 2.117
C -0.174 -2.377 3.486
C 2.751 -2.334 2.974
C 0.928 -0.481 1.237
C 0.107 0.522 1.944
C 0.078 0.888 3.295
C -0.745 1.923 3.689
C -1.530 2.586 2.746
C -1.490 2.156 1.442
N -0.704 1.138 1.069
Si 2.483 0.443 0.759
C 2.060 2.185 0.230
C 3.577 -0.491 -0.441
C 3.600 0.809 2.247
H -0.003 -4.099 1.036
H 1.732 -4.364 1.268
H 1.154 -3.344 -0.072
H -0.165 -3.437 3.772
H -1.191 -2.138 3.159
H 0.051 -1.785 4.379
H 2.783 -3.315 3.472
H 2.929 -1.562 3.729
H 3.574 -2.299 2.245
H 0.713 0.367 3.999
H -0.776 2.225 4.731
H -2.178 3.408 3.022
H -2.090 2.615 0.672
H 1.207 2.253 -0.447
H 2.918 2.642 -0.280
H 1.834 2.783 1.123
H 3.030 -1.313 -0.912
H 4.440 -0.913 0.088
H 3.956 0.169 -1.233
H 3.032 1.227 3.090
H 4.335 1.565 1.936
H 4.148 -0.066 2.604
O -3.421 -5.827 0.271
C -2.924 -4.754 0.131
C -2.318 -4.202 -1.165
O -2.263 -4.780 -2.219
C -1.849 -2.874 -0.782
C -2.133 -2.575 0.534
O -1.777 -1.405 0.974
C -2.751 -3.696 1.226
O -3.035 -3.830 2.390
O -1.220 -1.962 -1.459
S -2.159 1.079 -1.839
C -3.459 1.914 -1.044
C -3.533 3.286 -1.325
C -4.503 4.114 -0.792
C -4.507 5.522 -1.095
N -4.510 6.649 -1.341
C -5.467 3.541 0.079
C -5.434 2.202 0.357
C -4.456 1.305 -0.189
S -4.542 -0.333 0.205
C -6.498 4.363 0.680
N -7.316 5.010 1.166
H -2.781 3.715 -1.980
H -6.184 1.780 1.011
O 0.800 2.238 -2.528
C 1.106 1.083 -2.727
N 0.574 -0.041 -2.109
S 1.044 -1.424 -2.938
O 1.528 -2.445 -2.050
O 0.141 -1.772 -3.996
C 2.410 -0.639 -3.750
C 3.432 -1.198 -4.489
C 4.319 -0.325 -5.110
C 4.157 1.057 -5.000
C 3.110 1.594 -4.259
C 2.244 0.720 -3.636
H 3.541 -2.273 -4.567
H 5.149 -0.723 -5.682
H 4.858 1.717 -5.499
H 2.968 2.664 -4.154

Löwdin population analysis, charges in e, atoms 1 to 5: Tc 1.358; C -0.144; Si 0.468; C -0.170; C -0.201

=====

> Among the records above, which one has the highest electronic energy?

C32H28FeN6

=====

> Among the records above, which one has the highest total charge?

C32H28FN5O5S4Sn

=====

> What is the total charge in the second record?

+1